DFT (wB97M-V/def2-TZVPD) results for a 8-piece molecular cluster, C24H54Br6N3O5P overall at a distorted geometry.

Calculated values
- orbital gap (eV) = 9.310
- E_LUMO (hartree) = 0.01410
- total charge = 0

Bonds (Å) are listed after each position.
Geometry (Å):
1 C 2.619 -1.293 3.417  N2 1.429, H12 1.094, H13 1.120, H14 1.090
2 N 1.253 -0.963 3.158  C1 1.429, C3 1.435, P4 1.684
3 C 0.274 -2.012 3.192  N2 1.435, H15 1.086, H16 1.115, H17 1.133
4 P 0.683 0.618 3.055  N2 1.684, O5 1.479, N6 1.666, N9 1.597
5 O -0.513 0.693 2.187  P4 1.479
6 N 0.342 1.088 4.617  P4 1.666, C7 1.445, C8 1.431
7 C 0.703 0.334 5.796  N6 1.445, H18 1.144, H19 1.102, H20 1.095
8 C -0.503 2.239 4.699  N6 1.431, H21 1.095, H22 1.075, H23 1.114
9 N 1.868 1.572 2.569  P4 1.597, C10 1.413, C11 1.532
10 C 2.878 2.245 3.291  N9 1.413, H24 1.072, H25 1.083, H26 1.122
11 C 2.157 1.458 1.069  N9 1.532, H27 1.095, H28 1.086, H29 1.109
12 H 2.626 -2.387 3.440  C1 1.094
13 H 3.008 -1.057 4.440  C1 1.120
14 H 3.410 -0.986 2.733  C1 1.090
15 H -0.645 -1.544 2.851  C3 1.086
16 H 0.186 -2.458 4.210  C3 1.115
17 H 0.574 -2.819 2.455  C3 1.133
18 H 1.273 -0.632 5.576  C7 1.144
19 H 1.401 0.950 6.385  C7 1.102
20 H -0.235 0.084 6.303  C7 1.095
21 H -0.185 2.918 3.900  C8 1.095
22 H -1.548 1.997 4.645  C8 1.075
23 H -0.361 2.727 5.690  C8 1.114
24 H 2.658 3.293 3.241  C10 1.072
25 H 2.949 1.984 4.340  C10 1.083
26 H 3.874 2.013 2.828  C10 1.122
27 H 3.242 1.505 0.927  C11 1.095
28 H 1.636 2.160 0.425  C11 1.086
29 H 1.834 0.453 0.728  C11 1.109
30 C 3.944 1.012 -2.512  C31 1.511, H34 1.105, H35 1.086, H36 1.093
31 C 5.185 0.339 -3.052  C30 1.511, C32 1.556, O33 1.196
32 C 5.000 -0.654 -4.236  C31 1.556, H37 1.115, H38 1.063, H39 1.084
33 O 6.270 0.603 -2.626  C31 1.196
34 H 3.429 1.529 -3.341  C30 1.105
35 H 4.251 1.780 -1.809  C30 1.086
36 H 3.327 0.261 -2.011  C30 1.093
37 H 4.453 -1.497 -3.754  C32 1.115
38 H 5.985 -1.014 -4.413  C32 1.063
39 H 4.379 -0.305 -5.053  C32 1.084
40 C -4.052 1.004 1.510  C41 1.562, H44 1.106, H45 1.039, H46 1.113
41 C -4.868 0.377 0.336  C40 1.562, C42 1.494, O43 1.200
42 C -5.948 -0.534 0.822  C41 1.494, H47 1.084, H48 1.081, H49 1.093
43 O -4.505 0.541 -0.797  C41 1.200
44 H -3.095 0.450 1.556  C40 1.106
45 H -4.504 0.916 2.442  C40 1.039
46 H -3.693 2.042 1.324  C40 1.113
47 H -6.621 0.021 1.465  C42 1.084
48 H -5.517 -1.301 1.450  C42 1.081
49 H -6.487 -1.014 0.001  C42 1.093
50 C 6.389 4.047 -1.036  C51 1.521, H54 1.085, H55 1.080, H56 1.090
51 C 6.720 2.887 -0.110  C50 1.521, C52 1.475, O53 1.194
52 C 8.022 2.218 -0.290  C51 1.475, H57 1.133, H58 1.128, H59 1.114
53 O 6.003 2.645 0.814  C51 1.194
54 H 7.271 4.448 -1.524  C50 1.085
55 H 5.884 4.838 -0.501  C50 1.080
56 H 5.838 3.588 -1.857  C50 1.090
57 H 8.124 1.508 0.586  C52 1.133
58 H 8.918 2.890 -0.424  C52 1.128
59 H 7.977 1.693 -1.272  C52 1.114
60 C -0.860 1.273 -1.555  C61 1.484, H64 1.084, H65 1.044, H66 1.065
61 C -0.726 -0.195 -1.728  C60 1.484, C62 1.493, O63 1.206
62 C -1.311 -1.044 -0.648  C61 1.493, H67 1.094, H68 1.088, H69 1.097
63 O -0.246 -0.634 -2.744  C61 1.206
64 H -0.648 1.545 -0.528  C60 1.084
65 H -1.834 1.650 -1.582  C60 1.044
66 H -0.305 1.803 -2.293  C60 1.065
67 H -2.378 -0.804 -0.660  C62 1.094
68 H -0.927 -0.720 0.316  C62 1.088
69 H -1.123 -2.100 -0.879  C62 1.097
70 Br -4.825 -0.323 -4.485  C71 2.011
71 C -5.415 1.363 -3.562  Br70 2.011, C72 1.506, H74 1.087, H75 1.058
72 C -4.227 2.195 -3.157  C71 1.506, Br73 1.996, H76 1.091, H77 1.043
73 Br -4.692 3.939 -2.308  C72 1.996
74 H -6.033 0.989 -2.748  C71 1.087
75 H -6.055 1.854 -4.245  C71 1.058
76 H -3.582 2.475 -3.992  C72 1.091
77 H -3.659 1.672 -2.455  C72 1.043
78 Br 0.602 -4.447 -2.488  C79 1.951
79 C -0.980 -3.909 -3.495  Br78 1.951, C80 1.516, H82 1.052, H83 1.086
80 C -0.489 -2.866 -4.480  C79 1.516, Br81 1.994, H84 1.078, H85 1.041
81 Br -2.134 -2.379 -5.495  C80 1.994
82 H -1.701 -3.583 -2.801  C79 1.052
83 H -1.463 -4.690 -4.075  C79 1.086
84 H 0.240 -3.209 -5.197  C80 1.078
85 H -0.115 -2.006 -4.027  C80 1.041
86 Br -7.341 -6.119 1.168  C87 1.959
87 C -7.029 -4.928 -0.356  Br86 1.959, C88 1.501, H90 1.107, H91 1.083
88 C -5.619 -4.416 -0.302  C87 1.501, Br89 1.984, H92 1.080, H93 1.107
89 Br -5.267 -3.208 -1.837  C88 1.984
90 H -7.803 -4.139 -0.292  C87 1.107
91 H -7.216 -5.526 -1.238  C87 1.083
92 H -4.887 -5.210 -0.292  C88 1.080
93 H -5.491 -3.800 0.608  C88 1.107

***

DFT (wB97M-V/def2-TZVPD) results for a 8-piece molecular cluster, C24H54FN7O11 overall.

Calculated values
- orbital gap (eV) = 9.720
- E_LUMO (hartree) = 0.01559
- total charge = 0

Bonds (Å) are listed after each position.
Geometry (Å):
1 O 2.083 -0.535 -3.130  C2 1.186
2 C 1.419 -0.789 -2.181  O1 1.186, O3 1.350, H9 1.106
3 O 1.057 -2.053 -1.874  C2 1.350, C4 1.431
4 C 0.670 -2.277 -0.515  O3 1.431, F5 1.363, C6 1.532, H10 1.098
5 F 0.149 -3.536 -0.532  C4 1.363
6 C 1.857 -2.221 0.453  C4 1.532, O7 1.409, H11 1.097, H12 1.093
7 O 2.469 -3.477 0.628  C6 1.409, O8 1.430
8 O 3.312 -3.711 -0.503  O7 1.430, H13 0.970
9 H 0.982 -0.022 -1.514  C2 1.106
10 H -0.131 -1.583 -0.230  C4 1.098
11 H 2.602 -1.510 0.076  C6 1.097
12 H 1.519 -1.881 1.436  C6 1.093
13 H 2.696 -4.091 -1.148  O8 0.970
14 C 1.925 2.640 4.228  N15 1.450, H19 1.090, H20 1.092, H21 1.086
15 N 1.815 1.389 3.504  C14 1.450, C16 1.353, H22 1.008
16 C 1.266 0.220 3.907  N15 1.353, C17 1.505, O18 1.227
17 C 0.708 0.153 5.304  C16 1.505, H23 1.086, H24 1.089, H25 1.090
18 O 1.238 -0.742 3.147  C16 1.227
19 H 1.410 3.448 3.710  C14 1.090
20 H 2.970 2.933 4.346  C14 1.092
21 H 1.485 2.545 5.217  C14 1.086
22 H 2.178 1.361 2.565  N15 1.008
23 H 0.309 -0.844 5.464  C17 1.086
24 H 1.473 0.359 6.051  C17 1.089
25 H -0.088 0.884 5.448  C17 1.090
26 C 0.070 -2.985 -4.946  N27 1.448, H31 1.087, H32 1.091, H33 1.086
27 N -0.489 -2.130 -5.972  C26 1.448, C28 1.355, H34 1.008
28 C -1.760 -2.075 -6.437  N27 1.355, C29 1.512, O30 1.221
29 C -2.759 -3.051 -5.858  C28 1.512, H35 1.086, H36 1.091, H37 1.091
30 O -2.080 -1.241 -7.269  C28 1.221
31 H 0.430 -2.377 -4.120  C26 1.087
32 H 0.904 -3.567 -5.343  C26 1.091
33 H -0.682 -3.672 -4.568  C26 1.086
34 H 0.124 -1.447 -6.390  N27 1.008
35 H -3.719 -2.861 -6.329  C29 1.086
36 H -2.461 -4.082 -6.051  C29 1.091
37 H -2.854 -2.921 -4.779  C29 1.091
38 C 2.513 -1.434 10.600  N39 1.447, H43 1.091, H44 1.091, H45 1.086
39 N 2.050 -0.417 9.681  C38 1.447, C40 1.360, H46 1.008
40 C 0.793 -0.227 9.198  N39 1.360, C41 1.512, O42 1.220
41 C -0.285 -1.179 9.663  C40 1.512, H47 1.086, H48 1.091, H49 1.091
42 O 0.556 0.678 8.416  C40 1.220
43 H 2.920 -0.987 11.509  C38 1.091
44 H 3.284 -2.056 10.143  C38 1.091
45 H 1.687 -2.080 10.885  C38 1.086
46 H 2.720 0.252 9.336  N39 1.008
47 H -1.214 -0.886 9.184  C41 1.086
48 H -0.048 -2.207 9.387  C41 1.091
49 H -0.410 -1.137 10.745  C41 1.091
50 C -1.095 1.667 -5.995  N51 1.453, H55 1.089, H56 1.091, H57 1.084
51 N -0.783 1.579 -4.579  C50 1.453, C52 1.354, H58 1.009
52 C -1.653 1.457 -3.549  N51 1.354, C53 1.508, O54 1.230
53 C -3.108 1.268 -3.892  C52 1.508, H59 1.086, H60 1.089, H61 1.091
54 O -1.267 1.519 -2.382  C52 1.230
55 H -0.671 0.828 -6.546  C50 1.089
56 H -0.711 2.601 -6.409  C50 1.091
57 H -2.168 1.648 -6.143  C50 1.084
58 H 0.185 1.628 -4.299  N51 1.009
59 H -3.667 1.214 -2.962  C53 1.086
60 H -3.460 2.119 -4.473  C53 1.089
61 H -3.263 0.352 -4.465  C53 1.091
62 C -1.078 7.399 -5.516  N63 1.447, H67 1.091, H68 1.091, H69 1.086
63 N -1.995 6.281 -5.470  C62 1.447, C64 1.358, H70 1.008
64 C -1.930 5.173 -4.687  N63 1.358, C65 1.512, O66 1.220
65 C -0.764 5.050 -3.731  C64 1.512, H71 1.087, H72 1.092, H73 1.091
66 O -2.784 4.306 -4.758  C64 1.220
67 H -1.582 8.331 -5.258  C62 1.091
68 H -0.638 7.506 -6.509  C62 1.091
69 H -0.271 7.245 -4.805  C62 1.086
70 H -2.796 6.296 -6.082  N63 1.008
71 H -0.872 4.108 -3.200  C65 1.087
72 H 0.187 5.055 -4.267  C65 1.092
73 H -0.755 5.872 -3.013  C65 1.091
74 C 0.094 3.637 -0.467  N75 1.452, H79 1.090, H80 1.089, H81 1.086
75 N 0.197 4.093 0.907  C74 1.452, C76 1.357, H82 1.009
76 C 0.967 5.090 1.413  N75 1.357, C77 1.513, O78 1.223
77 C 1.891 5.810 0.456  C76 1.513, H83 1.086, H84 1.091, H85 1.091
78 O 0.917 5.386 2.598  C76 1.223
79 H -0.928 3.740 -0.831  C74 1.090
80 H 0.367 2.587 -0.570  C74 1.089
81 H 0.749 4.228 -1.101  C74 1.086
82 H -0.390 3.646 1.594  N75 1.009
83 H 2.429 6.566 1.020  C77 1.086
84 H 2.604 5.120 0.003  C77 1.091
85 H 1.329 6.291 -0.346  C77 1.091
86 C -1.577 -8.414 0.210  N87 1.445, H91 1.092, H92 1.092, H93 1.086
87 N -1.537 -8.030 1.603  C86 1.445, C88 1.364, H94 1.008
88 C -0.743 -7.093 2.198  N87 1.364, C89 1.511, O90 1.218
89 C 0.228 -6.347 1.315  C88 1.511, H95 1.086, H96 1.091, H97 1.090
90 O -0.830 -6.882 3.394  C88 1.218
91 H -2.563 -8.234 -0.222  C86 1.092
92 H -1.333 -9.471 0.083  C86 1.092
93 H -0.853 -7.833 -0.354  C86 1.086
94 H -2.162 -8.493 2.244  N87 1.008
95 H 0.778 -5.640 1.928  C89 1.086
96 H 0.934 -7.033 0.843  C89 1.091
97 H -0.294 -5.798 0.530  C89 1.090

***

Which formula does entry 2 have? C24H54FN7O11

***

orbital gap of number 1 (C24H54Br6N3O5P)? 9.310 eV

***

What is the formula in the first record? C24H54Br6N3O5P